This record from the OMol25 dataset describes a molecular structure, C13H16BeCaClF13LiN2O20PS3. The level of theory is ωB97M-V/def2-TZVPD.

E_LUMO ... -0.231 Eh
Highest occupied orbital energy ... -0.277 Ha
Total charge ... 0
Frontier orbital gap ... 1.2 eV

Last column: Löwdin charge in e.
Geometry (Å):
Ca -2.599 -9.345 -3.008  1.622
Cl -3.092 1.835 5.898  0.619
S 7.405 1.978 1.554  0.595
S 9.772 3.190 1.723  0.587
S 3.460 -0.391 0.347  0.564
P -2.965 -6.441 -3.497  -0.140
F 11.585 2.116 0.119  0.116
F 2.167 -2.689 0.842  0.097
F 10.714 3.937 -0.637  0.115
F 12.169 4.019 0.958  0.127
F 3.025 -1.780 2.600  0.114
F 6.513 1.807 -0.937  0.128
F 7.388 -0.013 -0.194  0.129
F 5.415 0.585 0.475  -0.061
F 1.234 -0.950 1.725  0.090
F -4.365 5.839 -0.372  0.169
F -4.928 5.809 -2.456  0.156
F -3.131 6.827 -1.841  0.169
F -1.264 -2.849 2.712  -0.099
O 4.663 -1.192 0.135  -0.203
O -3.484 3.457 -2.375  0.103
O -2.011 2.728 6.217  -0.357
O -3.881 2.385 4.821  -0.385
O 3.583 0.807 1.155  -0.211
O 10.366 2.500 2.838  -0.262
O -3.923 1.636 7.059  -0.370
O -0.528 -2.494 -0.270  0.199
O -1.892 4.538 -1.208  0.040
O -1.847 -4.395 -0.558  -0.017
O -5.517 0.652 -1.350  -0.059
O 9.384 4.551 1.986  -0.259
O -4.058 -5.458 -3.081  -0.242
O -1.762 -5.663 -4.029  -0.177
O -3.501 -7.380 -4.594  -0.393
O 2.670 -0.205 -0.853  -0.241
O 6.502 3.076 1.789  -0.242
O 7.491 1.018 2.626  -0.245
O -2.536 -7.295 -2.274  -0.586
O -2.545 0.550 5.478  -0.460
N 8.769 2.337 0.826  -0.242
N -7.498 -1.485 -1.677  0.318
C -3.741 -2.667 0.805  -0.049
C 11.118 3.323 0.494  -0.660
C -2.953 -5.015 0.192  -0.104
C -1.172 -3.386 0.175  -0.381
C -4.170 -1.804 0.064  0.121
C -1.052 3.369 -1.259  -0.162
C 6.648 1.052 0.171  -0.606
C -3.138 -3.988 1.378  -0.176
C 2.433 -1.497 1.422  -0.625
C -0.311 3.292 -2.578  -0.120
C -3.083 4.439 -1.806  -0.389
C -1.582 -3.768 1.663  -0.120
C -3.878 5.732 -1.622  -0.525
Be -1.224 3.636 -4.930  0.449
Li -1.271 -1.894 4.326  0.876
H -1.635 2.465 -1.071  0.131
H -7.582 -1.864 -2.624  0.162
H -3.823 -4.835 -0.496  0.123
H 0.384 2.450 -2.583  0.106
H 0.246 4.214 -2.761  0.088
H -5.923 1.459 -1.002  0.084
H -7.028 -2.169 -1.076  0.147
H -4.500 -1.139 -0.793  0.045
H -6.943 -0.612 -1.701  0.095
H -0.336 3.465 -0.442  0.145
H -5.329 0.866 -2.276  0.078
H -3.671 -4.389 2.282  0.151
H -0.983 -4.698 1.860  0.182
H -1.018 3.167 -3.426  -0.170
H -2.728 -6.091 0.411  0.139
H -8.430 -1.289 -1.305  0.159

Forces on atoms 1 to 3 (eV/Å):
-0.49 3.08 -0.63
-0.27 1.02 0.40
-1.60 -0.55 0.58


This record from the OMol25 dataset describes a molecular structure, C26H35AuN5NbO3. The level of theory is ωB97M-V/def2-TZVPD.

E_LUMO ... -0.340 Eh
Energy relative to the best compared isomer or geometry (same formula, charge and spin) ... 0.0 kcal per mole
Highest occupied orbital energy ... -0.493 Ha
Total charge ... +2
Frontier orbital gap ... 4.2 eV

Last column: Löwdin charge in e.
Geometry (Å):
Au -3.669 -2.637 0.042  0.887
Nb -1.478 -0.996 -0.204  1.824
O -2.177 3.284 0.269  0.236
O 1.082 -1.507 2.223  0.040
O 0.712 1.307 -1.391  0.072
N 2.495 0.115 1.328  0.179
N -1.531 -1.468 -2.140  -0.239
N -2.045 0.893 0.022  -0.060
N 0.524 -0.228 0.319  0.019
N -2.063 -2.243 1.362  -0.377
C -1.782 0.737 -3.163  -0.056
C -3.199 -1.153 -3.896  -0.024
C 1.045 3.312 1.094  -0.030
C -2.654 -1.887 2.674  -0.679
C 3.931 0.154 -1.144  -0.035
C 2.162 2.510 1.282  -0.162
C 5.382 2.500 -1.582  -0.050
C 3.108 2.850 2.260  -0.033
C 5.734 1.330 -2.258  -0.060
C 3.569 1.327 -0.488  -0.158
C -1.434 -2.943 -2.290  -0.128
C -0.741 -1.122 -4.431  -0.010
C -1.123 -3.405 1.390  -0.103
C -1.809 -0.762 -3.392  -0.657
C 1.337 -0.640 1.392  -0.500
C 2.898 3.971 3.070  -0.047
C 5.008 0.151 -2.035  -0.057
C -1.573 -1.628 3.718  -0.014
C 4.296 2.506 -0.697  -0.003
C 1.122 0.817 -0.333  -0.416
C 1.746 4.754 2.906  -0.058
C 2.376 1.246 0.440  -0.285
C -2.110 2.113 0.146  -0.320
C -3.518 -0.656 2.474  -0.061
C 0.818 4.418 1.919  -0.054
C -3.518 -3.067 3.112  -0.028
H -3.962 -0.914 -3.146  0.086
H -2.103 -3.470 -1.582  0.033
H -1.987 1.227 -4.127  0.113
H 5.272 -0.774 -2.546  0.109
H -0.087 5.004 1.767  0.110
H -3.938 -0.368 3.447  0.118
H 5.947 3.422 -1.731  0.116
H 4.019 2.256 2.380  0.128
H -1.123 -2.569 4.049  0.098
H 6.573 1.331 -2.954  0.114
H 3.372 -0.767 -0.948  0.116
H 1.582 5.624 3.540  0.115
H -0.426 -3.344 0.535  0.079
H -4.347 -0.886 1.786  0.065
H -2.048 -1.158 4.589  0.116
H -0.778 -0.975 3.344  0.079
H -0.403 -3.317 -2.179  0.110
H 4.018 3.420 -0.169  0.120
H -0.776 -2.176 -4.717  0.087
H -0.533 -3.402 2.314  0.095
H -2.551 1.048 -2.449  0.066
H -2.942 0.184 2.066  0.055
H -4.077 -2.782 4.009  0.119
H 0.254 -0.884 -4.042  0.104
H -1.693 -4.342 1.302  0.100
H -3.415 -0.579 -4.807  0.113
H -2.899 -3.941 3.340  0.100
H -0.917 -0.525 -5.335  0.113
H 3.158 0.048 2.092  0.176
H -3.270 -2.217 -4.146  0.084
H 3.641 4.228 3.825  0.117
H -0.798 1.069 -2.807  0.062
H 0.355 3.086 0.279  0.088
H -1.802 -3.180 -3.294  0.085
H -4.232 -3.328 2.318  0.061

Forces on atoms 1 to 3 (eV/Å):
-0.74 -0.24 -0.07
1.94 4.71 -0.78
0.06 -3.44 -0.37


This record from the OMol25 dataset describes a molecular structure, C31H76N5O15V. The level of theory is ωB97M-V/def2-TZVPD.

E_LUMO ... -0.143 Eh
Energy relative to the best compared isomer or geometry (same formula, charge and spin) ... 219.8 kcal per mole
Highest occupied orbital energy ... -0.275 Ha
Total charge ... 0
Frontier orbital gap ... 3.6 eV

Last column: Löwdin charge in e.
Geometry (Å):
V 3.545 -2.603 -0.799  1.233
O -1.264 3.446 -6.194  -0.196
O -1.957 0.875 4.971  -0.205
O -2.029 -2.964 8.283  -0.168
O 5.006 6.106 -1.526  -0.199
O -4.121 7.859 -5.754  -0.217
O -6.276 -4.973 1.047  -0.194
O 0.088 7.060 -0.449  -0.196
O 7.429 -1.762 -1.317  -0.051
O 2.452 -3.507 -1.486  -0.272
O 5.087 -5.750 1.461  -0.216
O 2.938 -1.144 -0.541  -0.268
O 8.672 -0.829 -2.909  0.147
O -2.673 -6.675 -0.862  -0.190
O 4.466 -4.884 6.234  -0.204
O 6.592 -1.449 -3.245  -0.038
N -1.606 -2.341 4.690  -0.068
N 3.730 -4.128 3.248  -0.067
N 2.627 7.434 -2.388  -0.055
N -2.309 6.215 -7.495  -0.053
N -4.487 -4.396 -1.153  -0.044
C -4.657 9.004 -5.026  -0.089
C -2.157 4.801 -7.953  -0.195
C -3.980 8.099 -7.165  -0.209
C 4.677 -6.385 2.666  -0.229
C -1.093 6.598 -1.119  -0.088
C -3.584 -5.005 -2.204  -0.164
C -1.831 2.274 4.830  -0.108
C -6.698 -4.316 -0.134  -0.235
C -0.890 4.066 -7.407  -0.231
C -0.228 2.685 -5.604  -0.103
C 2.540 6.015 -2.022  -0.182
C -6.754 -4.418 2.274  -0.100
C 3.518 -5.584 3.311  -0.206
C 1.361 8.121 -2.373  -0.224
C -3.288 -6.529 -2.094  -0.252
C -1.717 -3.294 6.911  -0.193
C 4.497 -3.615 5.655  -0.218
C -1.544 0.147 3.830  -0.214
C -5.889 -4.878 -1.330  -0.199
C 4.889 -3.728 4.120  -0.141
C 6.075 -6.551 0.731  -0.068
C -1.976 -2.021 6.042  -0.236
C 0.570 8.242 -1.043  -0.234
C 6.346 5.814 -1.979  -0.098
C -2.145 -1.270 3.811  -0.188
C -1.912 -4.066 9.109  -0.152
C -3.644 6.748 -7.868  -0.196
C -1.903 -7.859 -0.762  -0.107
C 7.566 -1.302 -2.478  -0.917
C 3.981 5.510 -2.330  -0.227
C 4.785 -4.952 7.614  -0.102
H 4.220 5.613 -3.388  0.113
H -6.377 -4.492 -2.225  0.114
H -1.424 5.636 -0.727  0.085
H 5.725 -7.554 0.487  0.079
H -3.583 6.956 -8.936  0.112
H 7.004 -6.604 1.299  0.091
H 5.171 -2.931 6.172  0.112
H 5.463 -6.632 3.380  0.119
H 1.339 8.611 -0.364  0.115
H -2.266 -4.124 6.466  0.114
H -2.603 2.689 4.182  0.083
H -1.888 7.322 -0.941  0.086
H 5.779 -4.571 7.848  0.086
H -4.454 6.050 -7.657  0.111
H 6.558 6.179 -2.984  0.085
H -2.582 -4.576 -2.208  0.107
H -4.914 8.469 -7.586  0.112
H 5.712 -4.439 4.044  0.110
H 7.162 6.107 -1.319  0.081
H -0.663 -3.515 6.747  0.119
H -6.501 -3.245 -0.101  0.118
H 0.563 3.369 -5.294  0.081
H -0.110 9.093 -1.016  0.116
H -4.267 -4.625 -0.195  0.088
H -4.720 8.797 -3.957  0.080
H -5.702 9.195 -5.269  0.078
H -5.983 -5.964 -1.303  0.106
H -2.662 -6.909 -2.901  0.119
H 2.874 -3.827 3.692  0.091
H -3.235 -1.295 3.795  0.117
H 0.673 7.779 -3.146  0.106
H -0.956 -7.824 -1.300  0.084
H -1.301 -1.268 6.448  0.118
H -1.942 2.857 5.745  0.087
H 6.513 4.738 -1.922  0.079
H 2.419 5.799 -0.960  0.110
H -2.444 -8.720 -1.156  0.085
H -3.226 8.883 -7.233  0.117
H -2.284 -4.065 10.133  0.089
H 3.545 -3.127 5.861  0.118
H -1.673 -8.072 0.282  0.086
H -7.761 -4.444 -0.337  0.116
H -2.988 -1.621 6.111  0.121
H -0.057 4.768 -7.372  0.120
H -4.047 9.887 -5.219  0.082
H 4.029 4.442 -2.113  0.111
H 2.585 -5.713 2.761  0.112
H 0.197 2.008 -6.345  0.084
H 4.670 -5.978 7.964  0.089
H -2.998 4.152 -7.709  0.109
H 5.265 -2.769 3.764  0.105
H 3.282 -5.900 4.327  0.108
H 4.231 -7.326 2.347  0.114
H -1.961 0.589 2.925  0.115
H -6.413 -5.005 3.127  0.084
H -4.116 -4.732 -3.115  0.107
H 1.625 9.132 -2.685  0.114
H -7.804 -4.147 2.380  0.085
H -0.843 6.430 -2.166  0.076
H -0.853 -4.320 9.150  0.081
H -0.590 3.369 -8.189  0.111
H 8.479 -0.840 -3.849  0.118
H -0.670 2.162 -4.756  0.090
H -4.224 -7.088 -2.105  0.108
H -2.037 -3.250 4.595  0.094
H 6.122 -6.125 -0.271  0.083
H -2.103 4.697 -9.036  0.107
H -2.328 -4.962 8.648  0.078
H -0.850 2.441 4.385  0.084
H 3.251 7.826 -1.697  0.106
H 1.736 5.463 -2.510  0.119
H -0.465 0.259 3.717  0.125
H 4.143 -4.351 8.257  0.082
H -2.167 6.283 -6.498  0.098
H -1.911 -1.560 2.786  0.107
H -6.218 -3.479 2.406  0.076

Forces on atoms 1 to 3 (eV/Å):
-0.81 1.90 -0.40
0.25 0.14 -0.24
-0.56 -0.03 0.79


This record from the OMol25 dataset describes 2 unconnected molecules or ions with the total composition C5H7N6O. The level of theory is ωB97M-V/def2-TZVPD.

E_LUMO (alpha / beta) ... -0.128 / -0.258 Eh
<S²> ... 2.01
Energy relative to the best compared isomer or geometry (same formula, charge and spin) ... 21.7 kcal per mole
Highest occupied orbital energy (alpha / beta) ... -0.382 / -0.518 Ha
2S+1 ... 3
Total charge ... +1
Frontier orbital gap (alpha / beta) ... 6.9 / 7.1 eV

Last column: Mulliken spin population.
Geometry (Å):
O 5.414 -0.431 -0.359  0.614
N 4.484 0.289 -0.224  0.384
N 1.335 2.175 0.068  0.446
N 0.331 -0.519 -1.373  0.002
N -1.254 0.571 -0.408  0.005
N -2.271 1.389 0.085  0.000
N 0.476 -0.649 -0.123  0.007
C 2.318 1.569 0.070  0.012
C 1.591 -1.381 0.386  -0.008
C 3.425 0.808 -0.105  0.515
C -0.522 0.002 0.512  0.013
C -0.753 0.272 -1.638  -0.002
H -2.963 1.833 -0.639  0.000
H -0.502 -0.099 1.620  0.000
H 2.251 -0.707 0.886  0.012
H 1.127 -2.134 1.083  0.007
H -1.241 0.560 -2.561  -0.001
H 2.215 -1.981 -0.412  -0.006
H -2.086 1.995 0.780  0.001

Forces on atoms 1 to 3 (eV/Å):
1.29 -2.05 -0.42
2.69 1.17 0.17
-2.80 1.47 0.32


DFT total energy, record by record: -6112.7277 -1703.3510 -3572.5990 -597.9083 Eh